Record 1
The molecule C5H8O at a distorted geometry, computed with wB97M-V/def2-TZVPD.

Calculated values
HOMO (eV): -8.08
Structure (SMILES): C=C/C=C(\C)O
E_LUMO (hartree): 0.0347

ORCA input file:
```
! wB97M-V def2-TZVPD RIJCOSX def2/J DEFGRID3
* xyz 0 1
C 1.501 -0.402 0.568
C 0.720 -0.720 -0.588
C 1.270 0.850 0.984
C -0.573 -0.297 -0.666
C -1.479 0.369 0.373
O -1.315 -0.594 -1.804
H 2.286 -0.948 0.818
H 0.998 -1.195 -1.460
H 1.872 1.220 1.699
H 0.617 1.460 0.437
H -1.379 1.440 0.078
H -1.185 0.008 1.309
H -2.519 0.101 0.383
H -0.814 -1.291 -2.130
*
```

Record 2
C5H8O as an isolated structure, computed with wB97M-V/def2-TZVPD.

Calculated values
HOMO (eV): -9.42
E_LUMO (hartree): 0.0427

ORCA input file:
```
! wB97M-V def2-TZVPD RIJCOSX def2/J DEFGRID3
* xyz 0 1
C 1.139 0.578 0.150
C 1.006 -0.971 0.076
C -0.361 -0.821 -0.632
O -1.493 -0.890 0.243
C -1.412 0.529 0.497
C -0.254 0.710 -0.484
H 1.225 1.021 1.148
H 1.943 0.978 -0.476
H 0.941 -1.489 1.038
H 1.769 -1.448 -0.545
H -0.531 -1.367 -1.566
H -1.188 0.724 1.557
H -2.333 1.052 0.218
H -0.421 1.418 -1.295
*
```

Record 3
The molecule C5H8O at a distorted geometry, computed with wB97M-V/def2-TZVPD.

Calculated values
HOMO (alpha / beta) (eV): -8.81 / -8.19
E_LUMO (alpha / beta) (hartree): 0.0037 / -0.0367

ORCA input file:
```
! wB97M-V def2-TZVPD RIJCOSX def2/J DEFGRID3
* xyz 0 1
O -2.007 -0.653 0.712
C -0.960 -1.258 0.978
C 0.303 -0.605 1.010
C 0.301 0.873 0.805
C -0.037 0.932 -0.698
C 0.656 -0.159 -1.359
H -0.960 -2.353 1.141
H 1.190 -1.131 1.359
H -0.513 1.355 1.357
H 1.246 1.355 1.067
H -1.105 0.608 -0.655
H -0.015 1.884 -1.252
H 0.464 -0.298 -2.430
H 1.463 -0.745 -0.958
*
```

Record 4
C5H8O as an isolated structure, computed with wB97M-V/def2-TZVPD.

Calculated values
HOMO (eV): -9.22
E_LUMO (hartree): 0.0391

ORCA input file:
```
! wB97M-V def2-TZVPD RIJCOSX def2/J DEFGRID3
* xyz 0 1
C -1.159 1.050 -0.471
C -0.182 0.067 0.105
C 1.101 0.519 0.769
C 1.154 -0.342 -0.443
O 0.986 -1.712 -0.096
C -0.376 -1.435 0.290
H -0.612 1.832 -1.011
H -1.758 1.547 0.299
H -1.840 0.575 -1.183
H 1.327 1.571 0.606
H 1.434 0.119 1.722
H 1.622 -0.102 -1.390
H -0.634 -1.852 1.270
H -1.062 -1.837 -0.466
*
```

Record 5
C5H8O as an isolated structure, computed with wB97M-V/def2-TZVPD.

Calculated values
HOMO (eV): -9.45
E_LUMO (hartree): 0.0421

ORCA input file:
```
! wB97M-V def2-TZVPD RIJCOSX def2/J DEFGRID3
* xyz 0 1
C 1.151 0.599 0.100
C 0.954 -0.938 0.149
C -0.345 -0.780 -0.681
O -1.564 -0.898 0.053
C -1.418 0.456 0.526
C -0.269 0.748 -0.463
H 1.388 1.124 1.029
H 1.892 0.870 -0.659
H 0.754 -1.352 1.141
H 1.751 -1.523 -0.319
H -0.357 -1.314 -1.631
H -1.125 0.470 1.586
H -2.338 1.036 0.394
H -0.475 1.502 -1.225
*
```

Record 6
The molecule C5H8O at a distorted geometry, computed with wB97M-V/def2-TZVPD.

Calculated values
HOMO (eV): -8.10
E_LUMO (hartree): 0.0134

ORCA input file:
```
! wB97M-V def2-TZVPD RIJCOSX def2/J DEFGRID3
* xyz 0 1
O 1.763 -0.215 -1.203
C 0.394 0.154 -1.204
C 0.054 0.485 0.213
C -1.393 0.445 0.695
C -1.287 -1.002 1.169
C 0.149 -0.922 1.152
H 1.994 -0.513 -2.091
H -0.252 -0.676 -1.515
H 0.214 1.027 -1.848
H 0.650 1.374 0.517
H 0.660 -0.102 1.648
H -1.644 1.141 1.502
H -2.131 0.581 -0.099
H 0.829 -1.776 1.064
*
```